16
Properties=species:S:1:pos:R:3 method="wB97M-V/def2-TZVPD" homo_lumo_gap_ev=8.287 de_lowest_kj_mol=434.0 homo_energy_ev=-7.9 charge=0 e_lumo_ev=0.4 total_energy_ha=-325.77227
C 2.03 -1.86 -0.11
C -0.64 0.57 1.01
C -1.62 -0.10 0.43
C 2.15 0.55 0.29
C -2.60 0.51 -0.53
N 2.22 -0.61 -0.09
O 2.50 1.65 -0.31
H 2.83 -2.53 0.18
H 1.09 -2.27 -0.45
H -0.48 1.62 0.82
H 0.03 0.10 1.70
H -1.75 -1.16 0.63
H -3.50 -0.10 -0.60
H -2.17 0.59 -1.53
H -2.88 1.51 -0.21
H 2.79 1.55 -1.23